(1)
{"formula": "C42H66AgGeN4OP3", "method": "wB97M-V/def2-TZVPD", "multiplicity": 2, "charge": -1, "gap_ev": [5.4, 6.0], "symbols": ["Ag", "C", "C", "C", "P", "C", "N", "Ge", "N", "C", "P", "C", "C", "C", "C", "C", "C", "C", "C", "C", "C", "C", "C", "N", "C", "C", "C", "C", "C", "C", "C", "C", "C", "C", "C", "C", "N", "C", "P", "C", "C", "C", "C", "C", "C", "C", "C", "C", "H", "H", "H", "H", "H", "H", "H", "H", "H", "H", "H", "H", "H", "H", "H", "H", "H", "H", "H", "H", "H", "H", "H", "H", "H", "H", "H", "H", "H", "H", "H", "H", "H", "H", "H", "H", "H", "H", "H", "H", "H", "H", "H", "H", "H", "H", "H", "H", "H", "H", "H", "H", "H", "H", "H", "H", "H", "H", "H", "H", "C", "O", "C", "C", "H", "H", "H", "H", "H", "H"], "xyz": [[-1.3549, 3.4371, -0.4495], [-5.2184, 0.2846, 1.1829], [-4.2418, 0.6971, 0.0769], [-4.9737, 1.4005, -1.0673], [-3.0701, -0.5508, -0.6402], [-2.5236, -1.4650, 0.8819], [-1.1357, -1.8779, 0.8086], [0.1941, -0.8264, -0.2955], [0.8111, -2.0377, -1.7734], [0.5075, -1.7912, -3.1699], [-0.0824, -0.0548, -3.4929], [-0.5834, -0.2529, -5.2842], [-2.0681, -0.6333, -5.3321], [0.2300, -1.2002, -6.1655], [1.4988, 0.9240, -3.5288], [1.3031, 2.2228, -4.3146], [2.7953, 0.2276, -3.9273], [1.1376, -3.3220, -1.4376], [1.1800, -4.4190, -2.3131], [1.4716, -5.6928, -1.8375], [1.7204, -5.9143, -0.4922], [1.7012, -4.8287, 0.3832], [1.4440, -3.5616, -0.0854], [1.4495, -2.3755, 0.7714], [0.7504, -2.6436, 2.0272], [1.3725, -3.0965, 3.1623], [0.6189, -3.3935, 4.3006], [-0.7550, -3.2266, 4.2522], [-1.3829, -2.7424, 3.1067], [-0.6343, -2.4160, 1.9656], [2.7648, -1.8005, 1.0208], [3.9569, -2.4308, 0.7682], [5.1702, -1.8502, 1.1569], [5.1139, -0.6541, 1.8683], [3.9054, -0.0190, 2.1291], [2.6665, -0.5330, 1.6481], [1.4366, -0.0308, 1.7362], [1.2367, 1.2399, 2.3408], [0.2193, 4.0120, 2.0092], [1.8045, 4.9510, 2.2773], [3.0532, 4.2142, 2.7681], [2.1450, 5.7852, 1.0345], [-0.4826, 3.8539, 3.7400], [0.5147, 3.6339, 4.8765], [-1.3589, 5.0736, 4.0351], [-4.1058, -1.8645, -1.4593], [-5.3946, -2.3380, -0.7935], [-3.1659, -3.0544, -1.6932], [-5.6639, 1.1783, 1.6321], [-4.7331, -0.2750, 1.9840], [-6.0359, -0.3227, 0.7967], [-3.5456, 1.4210, 0.5184], [-5.7538, 0.7528, -1.4809], [-4.2914, 1.6668, -1.8738], [-5.4569, 2.3166, -0.7189], [-3.1823, -2.3374, 1.0036], [-2.7094, -0.8299, 1.7609], [-0.2925, -2.4404, -3.5569], [1.3878, -2.0180, -3.7838], [-0.4929, 0.7595, -5.6912], [-2.2130, -1.6762, -5.0297], [-2.4608, -0.5270, -6.3487], [-2.6626, -0.0074, -4.6663], [0.1481, -2.2306, -5.8123], [1.2881, -0.9402, -6.1957], [-0.1443, -1.1806, -7.1953], [1.5896, 1.2066, -2.4745], [1.3478, 2.0460, -5.3946], [2.0945, 2.9351, -4.0653], [0.3503, 2.7015, -4.0843], [2.7779, -0.1174, -4.9635], [3.0135, -0.6258, -3.2838], [3.6327, 0.9273, -3.8332], [0.9624, -4.2745, -3.3628], [1.4897, -6.5240, -2.5334], [1.9309, -6.9081, -0.1199], [1.8862, -4.9808, 1.4394], [2.4515, -3.2031, 3.1678], [1.1059, -3.7478, 5.1997], [-1.3584, -3.4663, 5.1205], [-2.4573, -2.6208, 3.1001], [3.9580, -3.3875, 0.2591], [6.1091, -2.3415, 0.9423], [6.0275, -0.2087, 2.2478], [3.9191, 0.8773, 2.7401], [2.1644, 1.7207, 2.6717], [0.6197, 1.1434, 3.2488], [1.4885, 5.6540, 3.0580], [3.4043, 3.5011, 2.0257], [2.8874, 3.6750, 3.6975], [3.8642, 4.9304, 2.9372], [2.7003, 5.1884, 0.3092], [2.7707, 6.6392, 1.3071], [1.2510, 6.1560, 0.5354], [-1.1297, 2.9749, 3.6953], [1.1839, 4.4890, 4.9930], [1.1203, 2.7421, 4.7184], [-0.0183, 3.5093, 5.8241], [-0.7522, 5.9842, 4.0813], [-1.8664, 4.9653, 4.9980], [-2.1091, 5.2222, 3.2584], [-4.3564, -1.4327, -2.4329], [-5.2338, -2.6138, 0.2510], [-5.7738, -3.2264, -1.3099], [-6.1786, -1.5820, -0.8309], [-2.9809, -3.5939, -0.7613], [-2.1969, -2.7361, -2.0702], [-3.6011, -3.7567, -2.4108], [2.4159, 2.2055, -0.0621], [1.0145, 2.3592, 0.1217], [0.4645, 2.2291, 1.4525], [-1.0104, 1.7492, 1.2645], [2.9362, 1.8821, 0.8331], [2.8463, 3.1476, -0.4100], [2.5812, 1.4365, -0.8164], [-1.1631, 0.7500, 1.6832], [-1.2654, 1.6247, 0.1649], [-1.7356, 2.4060, 1.7552]], "forces_ev_per_angstrom": [[-0.347, 1.466, -1.080], [-0.006, 0.045, -0.017], [-0.147, 0.011, 0.110], [-0.106, -0.062, 0.033], [0.096, -0.109, 0.044], [-0.043, -0.073, -0.116], [0.049, 0.023, -0.038], [0.248, 0.281, 0.203], [-0.251, -0.448, -0.119], [0.161, 0.208, 0.229], [-0.143, -0.155, 0.064], [0.057, 0.018, -0.063], [0.037, -0.045, -0.049], [-0.003, 0.022, -0.074], [0.055, 0.095, 0.018], [0.067, -0.018, -0.039], [0.055, 0.005, 0.028], [-0.002, 0.089, -0.127], [-0.003, -0.046, 0.033], [0.000, 0.041, 0.026], [-0.004, 0.048, -0.056], [0.065, -0.092, 0.031], [-0.025, 0.216, 0.148], [0.164, -0.561, -0.082], [-0.100, 0.041, -0.301], [0.046, -0.040, 0.039], [-0.083, 0.034, -0.045], [0.073, 0.002, -0.015], [0.019, 0.008, 0.019], [-0.157, -0.127, -0.002], [-0.240, -0.308, -0.134], [0.145, -0.098, -0.184], [-0.216, 0.238, 0.145], [-0.122, -0.218, -0.098], [-0.027, 0.109, 0.022], [0.405, 0.194, 0.311], [-0.235, 0.156, -0.169], [0.095, 0.450, 0.396], [-0.240, 0.046, 0.102], [0.169, -0.117, -0.061], [0.017, 0.118, 0.077], [-0.001, -0.044, 0.000], [0.136, 0.038, 0.056], [-0.025, -0.076, 0.030], [0.041, 0.041, -0.051], [0.072, -0.064, -0.047], [-0.043, -0.021, -0.047], [-0.126, -0.054, -0.047], [0.018, -0.003, -0.012], [0.000, 0.003, -0.015], [0.021, 0.021, 0.024], [-0.042, 0.017, -0.077], [0.032, -0.002, -0.001], [0.065, 0.055, -0.017], [0.016, -0.017, 0.010], [0.031, 0.018, 0.121], [0.028, 0.056, -0.005], [-0.144, -0.073, 0.115], [0.001, 0.017, -0.094], [-0.025, 0.003, 0.011], [0.004, 0.047, 0.025], [0.017, -0.050, 0.024], [0.004, 0.019, 0.015], [0.015, 0.013, -0.015], [-0.021, 0.002, 0.015], [-0.006, -0.002, 0.039], [-0.064, -0.033, -0.070], [-0.010, 0.000, 0.057], [0.004, -0.023, -0.029], [-0.061, -0.011, 0.028], [-0.008, 0.008, 0.014], [-0.031, -0.011, 0.010], [-0.016, -0.012, 0.001], [0.015, -0.026, 0.004], [-0.003, 0.001, -0.002], [-0.014, -0.006, -0.009], [0.017, 0.033, -0.028], [-0.013, -0.001, -0.011], [-0.006, -0.004, -0.003], [-0.002, 0.002, -0.002], [0.011, 0.018, 0.047], [-0.039, 0.000, 0.027], [0.009, 0.010, 0.010], [0.003, 0.007, -0.015], [0.020, 0.001, -0.078], [-0.070, -0.029, 0.037], [0.010, 0.002, 0.037], [-0.015, 0.010, 0.030], [0.022, 0.018, -0.036], [0.007, -0.008, 0.011], [-0.025, 0.009, -0.003], [-0.029, -0.010, -0.012], [0.037, -0.034, 0.002], [-0.041, 0.045, 0.023], [-0.034, -0.025, -0.034], [-0.009, 0.008, -0.005], [0.008, 0.018, 0.025], [-0.010, 0.012, -0.018], [-0.018, -0.025, 0.009], [0.026, -0.002, -0.009], [-0.021, -0.012, 0.001], [-0.016, -0.017, -0.058], [-0.003, 0.003, 0.001], [0.017, 0.011, 0.008], [0.020, -0.003, 0.008], [0.008, -0.002, -0.036], [0.170, 0.049, -0.089], [-0.008, 0.023, 0.049], [-0.162, -0.012, -0.057], [0.107, -0.079, 0.315], [-0.240, -0.143, -0.267], [0.408, -0.771, 0.001], [-0.006, 0.029, -0.025], [-0.011, 0.038, -0.035], [0.022, -0.052, 0.009], [0.161, 0.001, 0.016], [0.297, -0.382, 0.923], [-0.002, -0.015, -0.037]]}

=====

(2)
{"formula": "C3H4N2O", "method": "wB97M-V/def2-TZVPD", "smiles": "O=c1[nH]cc[nH]1", "charge": 0, "gap_ev": 9.2, "symbols": ["O", "C", "N", "C", "C", "N", "H", "H", "H", "H"], "xyz": [[-0.1290, -2.3138, -0.7081], [-0.0015, -1.1547, -0.3764], [-0.1044, 0.0366, -1.1356], [-0.1560, 1.1284, -0.2738], [0.0485, 0.6934, 0.9750], [0.2324, -0.6967, 0.9259], [-0.1945, 0.1581, -2.1349], [-0.4355, 2.1186, -0.6019], [-0.2435, 1.1761, 1.8927], [0.9834, -1.1460, 1.4371]], "forces_ev_per_angstrom": [[0.465, 0.635, -0.358], [0.077, 0.175, -0.351], [-0.106, -0.194, 0.186], [-0.090, 0.066, 0.257], [-0.178, 0.134, -0.037], [-0.093, -0.035, -0.125], [-0.098, -0.662, 0.301], [0.005, -0.178, -0.054], [0.569, 0.182, 0.066], [-0.552, -0.123, 0.114]]}

=====

(3)
{"formula": "Br2HOP", "method": "wB97M-V/def2-TZVPD", "smiles": "OP(Br)Br", "charge": 0, "gap_ev": 8.0, "symbols": ["O", "P", "Br", "Br", "H"], "xyz": [[0.6949, -0.6901, -0.1490], [1.8871, -0.3541, 0.9188], [2.4523, 2.2628, -0.0133], [3.1660, -1.7056, -0.1384], [-0.1513, -0.1834, -0.4312]], "forces_ev_per_angstrom": [[-1.742, 1.085, -0.136], [-1.328, 2.012, -1.868], [-0.368, -2.099, 0.686], [1.088, -0.302, 0.005], [2.350, -0.696, 1.313]]}

=====

The evaluated relative energy (zero: lowest compared OMol25 entry of this formula, charge and spin) for the records listed, in turn: 5.0, 9.4, 31.4 kcal/mol.
The evaluated F_max for the records listed, in turn: 0.0361, 0.0168, 0.0593 hartree/bohr.